Record 1
A structure of composition C33H78FN3O9Zr, computed with wB97M-V/def2-TZVPD.

Values from the calculation:
LUMO: 0.31 eV
E_HOMO: -6.04 eV
multiplicity: 1
E: -62376.43983 eV
gap between HOMO and LUMO: 6.4 eV
net charge: 0

Each line ends with the Mulliken charge.
Element x y z (Å)
Zr  -0.453  0.135  0.254  -1.13
C  1.449  3.254  -3.482  -1.53
C  0.674  1.896  -3.743  1.82
C  0.886  1.462  -5.234  -1.05
C  2.154  0.679  -5.567  -1.04
C  2.502  -0.523  -4.635  -0.77
C  2.459  0.078  -3.177  0.95
N  1.203  0.790  -2.879  0.08
O  0.861  0.786  -1.470  2.22
C  3.725  0.946  -2.804  -1.16
C  2.686  -1.291  -2.406  -1.20
C  -0.851  2.152  -3.550  -2.01
H  0.940  4.092  -3.958  0.52
H  2.404  3.188  -4.003  0.50
H  1.647  3.341  -2.414  -0.10
H  0.965  2.372  -5.828  0.34
H  -0.032  0.996  -5.593  0.46
H  3.088  1.241  -5.548  0.34
H  2.135  0.316  -6.595  0.45
H  3.471  -0.916  -4.944  0.42
H  1.676  -1.209  -4.818  0.20
H  4.541  0.538  -3.401  0.47
H  4.000  0.786  -1.762  -0.10
H  3.611  2.010  -3.010  0.18
H  3.570  -1.859  -2.697  0.55
H  1.921  -2.008  -2.705  0.14
H  2.725  -1.218  -1.319  -0.31
H  -1.448  1.258  -3.728  0.06
H  -1.222  2.879  -4.273  0.52
H  -1.181  2.569  -2.598  0.21
C  -0.982  -1.949  -3.717  -2.34
C  -2.445  -2.234  -3.152  1.97
C  -3.016  -3.443  -3.811  -1.47
C  -4.223  -4.046  -3.096  -0.78
C  -3.827  -4.382  -1.633  -0.96
C  -3.292  -3.221  -0.831  1.56
N  -2.306  -2.504  -1.669  0.18
O  -1.694  -1.363  -0.962  0.51
C  -2.626  -3.834  0.434  -2.07
C  -4.503  -2.247  -0.332  -1.50
C  -3.369  -1.066  -3.564  -1.15
H  -0.315  -2.656  -3.224  0.44
H  -0.633  -0.967  -3.398  0.25
H  -0.834  -2.162  -4.775  0.41
H  -2.188  -4.131  -3.980  0.56
H  -3.333  -3.236  -4.833  0.33
H  -4.281  -4.971  -3.670  0.43
H  -5.087  -3.389  -3.196  0.37
H  -3.124  -5.211  -1.706  0.42
H  -4.737  -4.712  -1.133  0.47
H  -3.090  -4.773  0.736  0.42
H  -2.704  -3.303  1.382  0.23
H  -1.619  -4.250  0.407  0.29
H  -5.284  -2.822  0.164  0.47
H  -5.032  -1.704  -1.116  0.29
H  -4.175  -1.501  0.392  0.01
H  -3.234  -0.764  -4.602  0.45
H  -3.200  -0.170  -2.965  -0.35
H  -4.419  -1.275  -3.360  0.35
C  3.815  2.589  0.730  -1.44
C  3.897  1.495  1.800  1.73
C  4.811  2.146  2.924  -1.14
C  4.741  1.513  4.263  -0.78
C  3.242  1.525  4.759  -1.52
C  2.189  0.827  3.809  1.33
N  2.515  1.144  2.358  -0.55
O  1.537  0.647  1.439  0.95
C  0.848  1.363  4.308  -1.48
C  2.302  -0.710  4.074  -1.10
C  4.615  0.243  1.213  -1.34
H  3.295  2.191  -0.141  -0.25
H  4.685  3.084  0.298  0.35
H  3.170  3.397  1.076  0.36
H  4.596  3.207  3.049  0.36
H  5.844  2.010  2.603  0.41
H  5.332  2.045  5.008  0.44
H  5.125  0.498  4.369  0.35
H  2.924  2.560  4.886  0.49
H  3.182  1.137  5.776  0.46
H  -0.029  1.056  3.738  -0.23
H  0.991  2.439  4.209  0.47
H  0.644  1.225  5.370  0.45
H  2.085  -0.955  5.114  0.54
H  3.255  -1.094  3.709  0.20
H  1.516  -1.311  3.618  -0.22
H  5.587  0.543  0.822  0.46
H  4.089  -0.211  0.373  -0.21
H  4.776  -0.509  1.986  0.34
F  -1.798  0.062  1.928  -0.52
C  -0.450  -3.756  4.229  -0.82
O  -0.977  -2.734  3.389  -0.27
H  -1.231  -4.414  4.611  0.34
H  0.186  -4.418  3.641  0.29
H  0.159  -3.286  5.002  0.26
H  -1.691  -2.254  3.815  0.18
C  0.332  3.419  0.575  -0.61
O  -0.564  2.337  0.941  0.82
H  -0.109  4.320  0.149  0.42
H  0.942  3.752  1.414  0.20
H  1.029  3.106  -0.203  -0.39
H  -1.117  2.788  1.583  -0.05
C  -3.242  1.968  -0.232  -0.72
O  -2.204  1.262  -0.838  0.52
H  -2.801  2.897  0.129  0.03
H  -3.860  2.102  -1.120  0.37
H  -3.744  1.548  0.640  0.21
H  -2.477  1.143  -1.751  -0.53
C  -3.200  0.597  5.340  -0.46
O  -2.863  -0.593  4.647  -0.60
H  -3.448  1.395  4.641  0.01
H  -4.002  0.424  6.057  0.33
H  -2.348  0.972  5.907  0.24
H  -2.497  -0.359  3.791  0.11
C  0.943  -2.829  0.667  -0.78
O  0.065  -1.829  1.118  2.74
H  0.763  -3.098  -0.374  -0.07
H  1.940  -2.391  0.714  -0.04
H  0.899  -3.654  1.378  0.36
H  -0.201  -2.226  1.951  -0.75
C  -3.414  4.016  2.802  -0.81
O  -2.220  3.228  2.797  -0.41
H  -3.076  5.051  2.741  0.32
H  -4.153  3.848  2.019  0.30
H  -3.840  3.806  3.783  0.29
H  -1.843  3.247  3.680  0.21

Record 2
A cluster of 8 separate species, C33H79N2O8 in total, computed with wB97M-V/def2-TZVPD.

Values from the calculation:
LUMO: -2.55 eV
E_HOMO: -10.90 eV
multiplicity: 1
E: -54853.78004 eV
gap between HOMO and LUMO: 8.3 eV
net charge: +1
ΔE to the lowest compared entry with this formula, charge and spin: 0.0 kcal per mole

Each line ends with the Mulliken charge.
Element x y z (Å)
C  -3.417  1.632  -3.421  -1.11
C  -3.742  1.246  -1.955  -0.34
C  -2.656  0.400  -1.410  0.19
C  -2.685  -0.874  -0.968  -0.70
N  -1.381  -1.207  -0.578  0.19
C  -0.612  -0.158  -0.786  -0.03
O  0.694  -0.090  -0.525  -0.44
N  -1.333  0.842  -1.277  0.19
H  -3.901  2.555  -3.700  0.34
H  -2.349  1.712  -3.570  0.38
H  -3.740  0.815  -4.056  0.29
H  -3.885  2.130  -1.347  0.32
H  -4.629  0.625  -1.943  0.15
H  -3.507  -1.554  -0.904  0.67
H  -1.034  -2.082  -0.218  0.24
H  1.168  -0.225  -1.359  0.37
H  -0.982  1.756  -1.511  0.28
C  3.769  -5.682  -1.800  -0.78
C  3.928  -4.176  -1.912  -0.37
O  2.709  -3.490  -2.171  -0.46
C  1.710  -3.640  -1.189  -0.34
C  2.105  -3.115  0.181  -0.76
H  3.249  -6.078  -2.672  0.31
H  4.748  -6.155  -1.731  0.39
H  3.201  -5.967  -0.912  0.04
H  4.574  -3.937  -2.756  0.36
H  4.412  -3.769  -1.018  0.30
H  1.384  -4.683  -1.121  0.29
H  0.852  -3.071  -1.569  0.28
H  2.891  -3.715  0.636  0.18
H  1.248  -3.140  0.858  0.30
H  2.469  -2.089  0.109  0.24
C  -0.740  7.528  0.058  -0.86
C  -1.579  6.537  -0.725  -0.38
O  -0.806  5.576  -1.433  -0.47
C  0.027  4.758  -0.641  0.17
C  -0.733  3.900  0.360  -1.17
H  0.011  7.985  -0.587  0.25
H  -1.369  8.315  0.476  0.37
H  -0.218  7.044  0.887  0.23
H  -2.154  7.063  -1.486  0.36
H  -2.304  6.042  -0.069  0.27
H  0.794  5.351  -0.131  -0.12
H  0.554  4.114  -1.350  0.38
H  -1.201  4.496  1.142  0.38
H  -0.056  3.193  0.844  0.41
H  -1.531  3.347  -0.146  0.19
C  5.842  7.116  2.458  -1.05
C  5.028  5.934  1.958  -0.31
O  3.669  6.242  1.702  -0.40
C  3.436  7.222  0.707  0.06
C  3.947  6.832  -0.670  -1.15
H  5.353  7.580  3.315  0.29
H  6.837  6.786  2.757  0.39
H  5.965  7.880  1.690  0.27
H  5.008  5.158  2.723  0.32
H  5.495  5.491  1.071  0.30
H  3.847  8.189  1.015  0.33
H  2.352  7.342  0.669  -0.11
H  5.037  6.789  -0.702  0.38
H  3.624  7.563  -1.412  0.41
H  3.567  5.849  -0.954  0.27
C  3.164  -8.095  2.821  -1.05
C  3.309  -6.585  2.748  -0.45
O  2.090  -5.904  2.495  -0.35
C  1.077  -6.072  3.470  -0.34
C  1.461  -5.565  4.850  -1.11
H  2.653  -8.477  1.936  0.30
H  4.146  -8.564  2.888  0.39
H  2.589  -8.407  3.694  0.29
H  3.963  -6.324  1.915  0.33
H  3.784  -6.196  3.655  0.36
H  0.761  -7.120  3.518  0.30
H  0.223  -5.503  3.100  0.33
H  2.254  -6.165  5.297  0.27
H  0.601  -5.605  5.518  0.41
H  1.816  -4.535  4.794  0.29
C  -8.374  -0.776  -4.196  -1.20
C  -6.892  -1.065  -4.042  -0.15
O  -6.503  -1.378  -2.713  -0.36
C  -7.108  -2.532  -2.150  -0.35
C  -6.796  -3.816  -2.898  -1.09
H  -8.692  -0.015  -3.482  0.32
H  -8.583  -0.420  -5.205  0.41
H  -8.982  -1.665  -4.028  0.28
H  -6.320  -0.174  -4.309  0.22
H  -6.578  -1.859  -4.729  0.31
H  -8.189  -2.390  -2.059  0.32
H  -6.715  -2.598  -1.134  0.34
H  -7.250  -3.830  -3.889  0.28
H  -7.181  -4.674  -2.347  0.40
H  -5.718  -3.935  -3.025  0.29
C  -3.687  12.333  3.031  -1.07
C  -2.534  11.456  2.574  -0.33
O  -2.554  11.157  1.189  -0.39
C  -2.462  12.268  0.316  -0.32
C  -1.174  13.061  0.464  -1.04
H  -4.640  11.908  2.712  0.30
H  -3.686  12.418  4.117  0.39
H  -3.619  13.342  2.620  0.27
H  -2.592  10.491  3.078  0.31
H  -1.574  11.902  2.856  0.33
H  -3.333  12.921  0.433  0.29
H  -2.515  11.849  -0.689  0.34
H  -1.119  13.573  1.426  0.26
H  -1.107  13.818  -0.317  0.40
H  -0.308  12.400  0.389  0.27
C  4.652  -11.173  0.046  -1.00
C  4.188  -11.956  1.263  -0.36
O  2.784  -11.962  1.436  -0.42
C  2.037  -12.554  0.389  -0.31
C  2.350  -14.024  0.165  -1.05
H  4.228  -10.168  0.054  0.20
H  5.740  -11.096  0.040  0.40
H  4.351  -11.654  -0.886  0.30
H  4.590  -11.490  2.163  0.34
H  4.579  -12.979  1.238  0.34
H  2.161  -11.987  -0.540  0.30
H  0.993  -12.448  0.685  0.33
H  3.361  -14.171  -0.220  0.26
H  1.656  -14.449  -0.560  0.39
H  2.266  -14.579  1.100  0.29

Record 3
A cluster of 9 separate species, C33H79N5O20 in total, computed with wB97M-V/def2-TZVPD.

Values from the calculation:
LUMO: -0.40 eV
E_HOMO: -9.13 eV
multiplicity: 1
E: -83886.30231 eV
gap between HOMO and LUMO: 8.7 eV
structure (SMILES): C[N+](=O)[O-].C[N+](=O)[O-].C[N+](=O)[O-].COCCOCCOC.COCCOCCOC.COCCOCCOC.COCCOCCOC.CNC(C)=O.CNC(C)=O
net charge: 0

Each line ends with the Mulliken charge.
Element x y z (Å)
C  2.252  -0.668  5.330  -0.22
N  2.372  0.448  6.288  0.93
O  1.622  1.393  6.171  -0.52
O  3.259  0.443  7.104  -0.59
H  2.718  -1.586  5.686  0.27
H  2.800  -0.222  4.487  0.03
H  1.197  -0.791  5.091  0.13
C  -0.638  4.501  5.243  -0.66
N  0.371  4.703  4.099  0.87
O  1.506  5.030  4.378  -0.53
O  -0.018  4.500  2.933  -0.52
H  -1.624  4.604  4.737  0.28
H  -0.312  5.081  6.086  0.30
H  -0.460  3.419  5.530  0.24
C  -1.716  0.062  -4.294  -1.29
N  -1.602  0.894  -3.115  1.13
O  -2.640  1.213  -2.490  -0.53
O  -0.499  1.252  -2.783  -0.71
H  -1.546  0.671  -5.129  0.56
H  -2.716  -0.412  -4.375  0.17
H  -1.031  -0.734  -4.293  0.42
C  4.677  -4.549  1.655  -0.75
O  3.269  -4.488  1.891  -0.48
C  2.721  -3.191  1.741  -0.04
C  1.211  -3.260  1.921  -0.87
O  0.554  -3.016  0.647  -0.01
C  0.145  -4.167  -0.089  -0.40
C  -0.594  -3.764  -1.325  -0.61
O  -1.816  -3.152  -1.148  -0.14
C  -1.765  -1.742  -0.796  0.67
H  4.937  -5.554  1.903  0.32
H  5.283  -3.887  2.263  0.26
H  4.912  -4.376  0.594  0.29
H  2.839  -2.869  0.738  0.32
H  3.135  -2.576  2.552  0.25
H  0.790  -2.524  2.595  -0.01
H  0.908  -4.197  2.282  0.76
H  -0.507  -4.850  0.603  0.21
H  1.098  -4.757  -0.347  0.29
H  -0.737  -4.748  -1.860  0.34
H  0.072  -3.145  -2.015  0.13
H  -0.950  -1.187  -1.349  -0.30
H  -1.651  -1.529  0.304  0.13
H  -2.717  -1.419  -1.241  -0.38
C  5.832  -0.806  1.033  -0.34
O  6.677  0.149  0.483  -0.48
C  5.954  1.192  -0.146  -0.54
C  5.449  2.239  0.804  -0.58
O  4.180  1.781  1.442  0.30
C  3.469  2.757  2.176  0.02
C  4.253  3.163  3.434  -0.90
O  4.434  2.014  4.247  -0.15
C  5.218  2.262  5.370  -0.92
H  5.437  -1.397  0.227  0.23
H  5.015  -0.463  1.669  0.09
H  6.434  -1.391  1.723  0.29
H  5.158  0.767  -0.753  0.18
H  6.555  1.774  -0.856  0.42
H  5.175  3.142  0.255  0.42
H  6.221  2.469  1.537  0.30
H  2.532  2.276  2.473  -0.43
H  3.264  3.743  1.681  0.27
H  3.668  3.878  4.022  0.43
H  5.162  3.624  3.155  0.49
H  5.335  1.307  5.909  0.24
H  4.876  3.021  6.099  0.33
H  6.238  2.618  5.107  0.32
C  -2.579  -1.867  -7.250  -0.86
O  -1.358  -1.325  -6.743  -0.17
C  -0.135  -1.418  -7.507  -0.67
C  0.905  -0.446  -7.032  -0.23
O  0.645  0.859  -7.510  -0.28
C  1.393  1.910  -6.934  -0.27
C  0.571  3.119  -7.166  -0.71
O  -0.725  3.051  -6.621  -0.31
C  -0.971  3.870  -5.555  -0.89
H  -2.762  -1.590  -8.277  0.35
H  -3.475  -1.486  -6.729  0.27
H  -2.623  -2.972  -7.217  0.32
H  -0.327  -1.190  -8.570  0.36
H  0.316  -2.451  -7.456  0.32
H  1.876  -0.701  -7.418  0.40
H  0.866  -0.360  -5.913  0.10
H  2.448  2.084  -7.249  0.38
H  1.405  1.794  -5.835  0.17
H  0.449  3.156  -8.247  0.29
H  1.179  3.990  -6.820  0.43
H  -0.963  4.879  -5.919  0.46
H  -0.198  3.886  -4.788  0.35
H  -1.995  3.736  -5.234  0.23
C  -2.866  -1.365  4.930  -0.50
O  -3.189  -0.043  4.702  -0.53
C  -3.621  0.325  3.420  0.00
C  -4.792  -0.577  3.069  -1.07
O  -4.320  -1.649  2.172  0.01
C  -5.361  -2.629  1.957  -0.85
C  -4.904  -3.583  0.878  -0.41
O  -4.965  -2.829  -0.338  -0.14
C  -4.788  -3.565  -1.512  -0.79
H  -3.756  -1.986  5.029  0.28
H  -2.421  -1.304  5.955  0.24
H  -2.141  -1.801  4.199  0.11
H  -2.860  0.151  2.647  -0.13
H  -3.995  1.332  3.400  0.44
H  -5.550  -0.021  2.505  0.49
H  -5.299  -0.936  3.978  0.70
H  -6.271  -2.146  1.568  0.30
H  -5.558  -3.123  2.873  0.49
H  -5.575  -4.448  0.732  0.50
H  -3.930  -4.022  1.064  0.17
H  -5.698  -4.088  -1.895  0.36
H  -3.876  -4.260  -1.521  0.23
H  -4.595  -2.849  -2.276  0.21
C  -3.853  3.851  -0.404  -1.05
N  -4.264  2.573  -0.745  -0.06
C  -4.677  1.645  0.171  0.58
C  -4.931  0.278  -0.326  0.28
O  -4.887  1.905  1.342  -0.67
H  -2.823  4.077  -0.784  0.29
H  -3.798  3.850  0.664  0.37
H  -4.491  4.666  -0.797  0.30
H  -4.122  2.155  -1.628  0.28
H  -4.559  0.164  -1.360  0.08
H  -5.958  -0.004  -0.146  0.31
H  -4.374  -0.441  0.364  -0.56
C  2.255  -0.179  -1.072  -0.86
N  1.066  0.303  -0.311  0.48
C  1.108  0.340  1.081  0.49
C  -0.033  1.100  1.809  -1.08
O  1.967  -0.233  1.750  -0.22
H  2.677  0.563  -1.723  0.46
H  1.997  -0.997  -1.698  0.42
H  2.980  -0.464  -0.327  -0.21
H  0.472  0.949  -0.780  0.05
H  0.284  2.056  2.204  0.03
H  -0.351  0.545  2.672  0.13
H  -0.941  1.216  1.204  0.35